Density functional theory data (wB97M-V/def2-TZVPD) for C44H51Cl2LuN5O6PTe as an isolated structure in a non-equilibrium geometry.

Geometry as ORCA input:
```
! wB97M-V def2-TZVPD RIJCOSX def2/J DEFGRID3
* xyz -1 2
Lu -0.6063 -2.1229 -1.2133
O -1.8975 -2.7266 -2.9469
C -3.0074 -3.3243 -3.1674
C -3.2974 -3.8487 -4.4615
C -4.5316 -4.3445 -4.7939
C -5.5676 -4.3530 -3.8584
C -5.3098 -3.9393 -2.5726
C -4.0518 -3.4579 -2.1853
C -3.8161 -3.2081 -0.7994
N -2.7034 -2.7684 -0.3132
N -2.6461 -2.8026 1.0667
C -1.5404 -2.3321 1.5854
O -0.5765 -1.7465 0.9736
C -1.4719 -2.4575 3.0642
C -0.2683 -2.2090 3.7159
C -0.1891 -2.2736 5.0941
C -1.3135 -2.5965 5.8364
C -2.5186 -2.8435 5.1950
C -2.5995 -2.7778 3.8178
H -2.4930 -3.8282 -5.1864
H -4.7119 -4.7146 -5.7969
H -6.5520 -4.6985 -4.1413
H -6.0978 -3.9876 -1.8298
H -4.6186 -3.4770 -0.1021
H 0.6018 -1.9580 3.1223
H 0.7491 -2.0602 5.5904
H -1.2507 -2.6532 6.9149
H -3.3992 -3.0806 5.7767
H -3.5280 -2.9728 3.3033
N 1.8560 -2.9100 0.0730
N 1.9901 -4.2667 -0.2975
C 0.7756 -4.9632 -0.6405
O 0.8415 -6.1811 -0.5806
O -0.1859 -4.2228 -0.9633
H 2.7353 -2.4184 -0.0823
H 1.5795 -2.7956 1.0538
H 2.5892 -4.8313 0.3023
Cl -5.4512 0.4458 1.6044
C -3.7296 0.1687 1.8250
Cl -2.8118 0.2833 0.2860
H -3.5933 -0.8393 2.2210
H -3.3689 0.9404 2.5020
C -3.4357 -0.4006 -4.1017
P -1.9517 0.3524 -3.3374
C -0.6059 0.2737 -4.5660
C -2.4818 2.1019 -3.1359
O -1.5431 -0.1719 -2.0099
H -3.9101 0.3226 -4.7618
H -4.1208 -0.6810 -3.3019
H -3.1799 -1.2920 -4.6672
H -0.9318 0.5920 -5.5513
H -0.2648 -0.7607 -4.5818
H 0.2186 0.8943 -4.2218
H -2.5230 2.6275 -4.0854
H -1.8094 2.6011 -2.4441
H -3.4692 2.0766 -2.6792
C 5.0304 4.1932 5.2580
C 4.3462 3.3510 4.2183
C 4.1716 1.9858 4.3772
C 3.5173 1.2219 3.4197
C 3.3797 -0.2559 3.6450
C 2.9995 1.8089 2.2598
Te 1.8448 0.3993 0.7777
N 1.1234 -0.3782 -1.0646
C 1.6352 -0.8776 -2.1402
O 0.9672 -1.7327 -2.8072
C 2.9491 -0.4415 -2.7490
C 3.9014 0.3516 -2.1197
C 5.0447 0.7472 -2.7926
C 5.2617 0.3550 -4.1012
C 4.3313 -0.4546 -4.7312
C 3.1888 -0.8472 -4.0616
C 0.3957 1.9590 0.6379
C 0.2472 2.7666 -0.4859
C 1.0804 2.6454 -1.7268
C -0.7050 3.7821 -0.4717
C -1.5181 4.0048 0.6233
C -2.5266 5.1150 0.6165
C -1.3733 3.1726 1.7217
C -0.4286 2.1601 1.7473
C -0.3023 1.3100 2.9713
C 3.2718 3.1637 2.0556
C 2.9308 3.8353 0.7615
C 3.9055 3.9181 3.0338
H 5.3375 3.5913 6.1101
H 4.3597 4.9744 5.6153
H 5.9136 4.6806 4.8431
H 4.5576 1.5041 5.2672
H 3.9477 -0.5680 4.5196
H 3.7513 -0.7956 2.7732
H 2.3327 -0.5214 3.7898
H 3.7627 0.6540 -1.0840
H 5.7712 1.3615 -2.2827
H 6.1534 0.6718 -4.6232
H 4.4992 -0.7830 -5.7471
H 2.4588 -1.4854 -4.5370
H 1.7851 1.8230 -1.6618
H 1.6283 3.5714 -1.9051
H 0.4342 2.4777 -2.5885
H -0.7980 4.4279 -1.3371
H -2.2472 5.8783 -0.1077
H -2.6099 5.5795 1.5978
H -3.5136 4.7389 0.3462
H -2.0056 3.3229 2.5841
H -1.0394 1.5969 3.7193
H 0.6947 1.4219 3.3997
H -0.4558 0.2620 2.7163
H 3.0077 3.1104 -0.0444
H 3.6176 4.6580 0.5696
H 1.9168 4.2316 0.7810
H 4.0687 4.9745 2.8629
*
```

ΔE to the lowest compared entry with this formula, charge and spin = 0.00 kcal/mol
Gap between HOMO and LUMO (spin up / spin down) = 6.74 / 5.87 eV
Lowest unoccupied orbital energy (spin up / spin down) = 0.07747 / 0.04500 hartree
E_HOMO (spin up / spin down) = -4.64 / -4.64 eV